Molecular formula: C4H6IN3
Method: DFT, the ωB97M-V functional and the def2-TZVPD basis

Kohn-Sham gap = 7.84 eV
Relative energy (zero: lowest compared OMol25 entry of this formula, charge and spin) = 211.2 kJ/mol
SMILES = NN1C=CC(I)=CN1
Max |F| = 3.4 eV/A
E_HOMO = -0.2663 Eh

The geometry in ORCA input format:
```
! RIJCOSX wB97M-V def2-TZVPD def2/J DEFGRID3
* xyz 0 1
N -1.85 -0.19 1.02
N -1.26 -0.13 -0.30
C -0.42 1.08 -0.47
C 0.89 1.24 -0.35
C 1.62 0.03 -0.25
I 3.69 0.00 0.01
C 0.92 -1.17 -0.33
N -0.42 -1.28 -0.49
H -2.70 0.31 1.05
H -1.35 0.17 1.80
H -0.94 2.05 -0.47
H 1.36 2.25 -0.49
H 1.41 -2.12 -0.41
H -0.95 -2.23 -0.31
*
```

Molecular formula: C33H30Cl4N3O4SeZr
Method: DFT, the ωB97M-V functional and the def2-TZVPD basis

Kohn-Sham gap = 5.70 eV
Relative energy (zero: lowest compared OMol25 entry of this formula, charge and spin) = 23.3 kJ/mol
Max |F| = 0.4 eV/A
E_HOMO = -0.1296 Eh

The geometry in ORCA input format:
```
! RIJCOSX wB97M-V def2-TZVPD def2/J DEFGRID3
* xyz -1 1
Zr 0.66 -1.04 0.55
C -0.97 -3.53 1.93
N -1.10 -2.96 0.56
C -0.79 -4.06 -0.39
C -0.45 -3.66 -1.83
C 0.93 -3.06 -2.04
N 1.02 -1.64 -1.67
C 1.51 -0.85 -2.57
C 1.78 0.55 -2.49
C 2.33 1.18 -3.62
C 2.61 2.52 -3.63
C 2.33 3.28 -2.48
C 1.79 2.70 -1.36
C 1.50 1.32 -1.34
O 0.94 0.79 -0.29
C -2.52 -2.56 0.47
C -3.00 -1.85 -0.78
C -2.19 -0.59 -1.12
N -1.49 -0.14 0.07
C -1.90 0.93 0.64
C -1.36 1.49 1.87
C -1.79 2.76 2.24
C -1.35 3.35 3.41
C -0.48 2.65 4.24
C -0.05 1.38 3.89
C -0.46 0.78 2.70
O 0.00 -0.43 2.38
H -1.71 -4.33 2.07
H -1.15 -2.75 2.66
H 0.02 -3.94 2.08
H -1.64 -4.75 -0.39
H 0.07 -4.59 0.01
H -1.20 -3.00 -2.26
H -0.49 -4.59 -2.41
H 1.20 -3.17 -3.10
H 1.66 -3.62 -1.45
H 1.77 -1.29 -3.53
H 2.53 0.58 -4.50
H 3.02 2.99 -4.51
H 2.53 4.34 -2.48
H 1.54 3.28 -0.48
H -2.71 -1.91 1.32
H -3.14 -3.46 0.62
H -4.03 -1.55 -0.57
H -3.06 -2.52 -1.63
H -2.83 0.19 -1.52
H -1.43 -0.79 -1.88
H -2.72 1.49 0.18
H -2.47 3.30 1.59
H -1.68 4.35 3.68
H -0.13 3.09 5.16
H 0.64 0.83 4.52
Cl 7.39 -2.83 0.93
C 5.66 -2.89 0.94
C 5.01 -4.11 0.99
Cl 5.91 -5.59 1.04
C 3.61 -4.15 0.99
Cl 2.74 -5.65 1.02
C 2.88 -2.98 0.97
O 1.56 -2.91 0.94
C 3.54 -1.73 0.92
O 2.75 -0.68 0.83
C 4.93 -1.70 0.90
Cl 5.71 -0.16 0.82
Se -2.06 2.70 -2.67
C -2.49 3.93 -1.29
C -1.54 4.83 -0.78
C -1.87 5.74 0.22
C -3.16 5.79 0.74
C -4.11 4.91 0.25
C -3.79 3.99 -0.74
H -0.54 4.80 -1.18
H -1.11 6.41 0.59
H -3.41 6.51 1.51
H -5.13 4.94 0.64
H -4.54 3.32 -1.13
*
```

Molecular formula: C21H24N2O10
Method: DFT, the ωB97M-V functional and the def2-TZVPD basis

Kohn-Sham gap = 7.32 eV
Relative energy (zero: lowest compared OMol25 entry of this formula, charge and spin) = 322.3 kJ/mol
SMILES = COCCC[C@]1(CCN)OC(=O)O[C@H]1ON=O.O=C1C=CC(=O)C=C1.O=C1C=CC(=O)C=C1
Max |F| = 5.6 eV/A
E_HOMO = -0.3402 Eh

The geometry in ORCA input format:
```
! RIJCOSX wB97M-V def2-TZVPD def2/J DEFGRID3
* xyz 0 1
C 6.56 0.50 -1.33
O 5.88 1.53 -0.56
C 4.52 1.01 -0.30
C 3.55 2.29 -0.33
C 2.00 1.97 -0.08
C 1.45 0.62 -0.76
C 1.27 -0.46 0.42
C 1.91 -1.92 0.11
N 1.17 -2.99 0.86
O 1.96 0.20 -2.05
C 0.83 -0.26 -2.85
O 0.95 -0.71 -4.00
O -0.39 -0.06 -2.08
C -0.02 1.09 -1.27
O -0.94 1.61 -0.29
N -2.16 1.72 -0.91
O -2.19 2.67 -1.64
H 6.27 0.45 -2.43
H 6.40 -0.50 -0.79
H 7.69 0.73 -1.26
H 4.32 0.24 -1.12
H 4.55 0.46 0.71
H 3.68 2.94 -1.28
H 3.89 2.97 0.54
H 1.40 2.84 -0.55
H 1.81 2.03 1.05
H 0.16 -0.56 0.67
H 1.79 -0.10 1.39
H 2.98 -1.90 0.53
H 1.86 -2.21 -0.99
H 0.19 -3.02 0.54
H 1.14 -2.79 1.87
H 0.26 1.87 -2.09
O -4.49 -1.34 -0.93
C -5.04 -1.06 -1.97
C -4.84 0.25 -2.62
C -5.45 0.56 -3.76
C -6.35 -0.40 -4.44
O -6.91 -0.11 -5.48
C -6.56 -1.71 -3.79
C -5.95 -2.02 -2.65
H -4.18 0.94 -2.11
H -5.31 1.52 -4.25
H -7.22 -2.40 -4.30
H -6.08 -2.98 -2.16
O 1.66 -1.03 3.59
C 0.66 -0.69 4.19
C -0.08 0.54 3.82
C -1.18 0.91 4.48
C -1.71 0.10 5.60
O -2.72 0.44 6.20
C -0.98 -1.13 5.97
C 0.13 -1.49 5.31
H 0.32 1.12 3.00
H -1.73 1.80 4.22
H -1.38 -1.70 6.79
H 0.68 -2.39 5.56
*
```

Molecular formula: C42H63N17O4
Method: DFT, the ωB97M-V functional and the def2-TZVPD basis

Kohn-Sham gap = 7.33 eV
Max |F| = 2.8 eV/A
E_HOMO = -0.2567 Eh

The geometry in ORCA input format:
```
! RIJCOSX wB97M-V def2-TZVPD def2/J DEFGRID3
* xyz 0 1
C -1.63 0.54 -2.37
C -2.06 0.06 -3.60
C -3.40 0.30 -4.21
C -4.05 1.64 -3.84
C -5.48 1.69 -4.41
C -6.58 1.88 -3.37
O -6.74 0.75 -2.51
C -5.96 0.83 -1.40
O -5.95 1.61 -0.50
O -3.29 2.72 -4.50
C -2.84 3.64 -3.62
O -3.31 4.75 -3.57
H -1.35 1.58 -2.18
H -1.55 -0.15 -1.52
H -1.38 -0.58 -4.17
H -3.31 0.31 -5.31
H -4.10 -0.51 -3.94
H -4.01 1.79 -2.76
H -5.69 0.76 -4.94
H -5.57 2.49 -5.15
H -6.49 2.82 -2.81
H -7.52 1.98 -3.93
H -5.21 0.02 -1.38
H -2.00 3.42 -2.96
C 1.36 -1.63 -5.87
C 0.42 -2.58 -5.27
N -0.32 -3.32 -4.80
H 0.94 -1.22 -6.78
H 1.56 -0.82 -5.17
H 2.29 -2.14 -6.11
C -0.89 3.41 0.84
C -0.44 3.40 -0.54
N -0.13 3.39 -1.65
H -1.50 4.29 1.03
H -1.48 2.52 1.05
H -0.03 3.43 1.51
C 0.79 5.21 4.32
C 1.35 4.19 3.43
N 1.78 3.34 2.80
H 0.16 4.73 5.07
H 1.59 5.75 4.81
H 0.19 5.91 3.74
C 0.81 0.17 4.86
C 0.35 1.37 5.53
N -0.02 2.36 5.99
H 1.32 0.45 3.94
H 1.50 -0.39 5.49
H -0.04 -0.47 4.61
C 3.17 -3.83 5.43
C 3.37 -2.40 5.64
N 3.53 -1.28 5.80
H 3.42 -4.37 6.34
H 2.13 -4.02 5.17
H 3.80 -4.18 4.62
C -9.96 2.23 0.88
C -9.01 1.88 -0.17
N -8.25 1.60 -0.99
H -9.97 3.31 1.01
H -10.96 1.89 0.60
H -9.67 1.76 1.81
C 0.38 2.01 -7.95
C 1.53 1.12 -7.84
N 2.43 0.41 -7.76
H -0.53 1.44 -8.05
H 0.32 2.64 -7.05
H 0.50 2.66 -8.82
C 0.15 5.94 -4.69
C 0.52 5.67 -6.07
N 0.82 5.46 -7.16
H -0.23 6.96 -4.59
H -0.63 5.25 -4.37
H 1.01 5.82 -4.03
C 3.57 -0.82 2.16
C 2.79 -1.95 2.65
N 2.17 -2.84 3.04
H 3.09 -0.38 1.29
H 3.65 -0.07 2.94
H 4.57 -1.15 1.89
C -4.68 3.61 3.25
C -3.36 2.99 3.29
N -2.33 2.49 3.32
H -5.44 2.85 3.03
H -4.90 4.06 4.22
H -4.71 4.38 2.48
C -5.52 -3.74 -1.00
C -4.85 -2.77 -1.87
N -4.33 -2.02 -2.55
H -6.45 -4.07 -1.47
H -4.88 -4.59 -0.83
H -5.76 -3.27 -0.05
C -2.67 3.25 -10.21
C -2.37 1.94 -9.66
N -2.12 0.90 -9.22
H -2.36 3.29 -11.26
H -3.74 3.44 -10.16
H -2.14 4.02 -9.65
C 6.51 -4.92 7.97
C 5.96 -5.53 6.77
N 5.53 -6.01 5.82
H 6.70 -5.68 8.72
H 7.45 -4.42 7.74
H 5.80 -4.19 8.37
C 8.55 -8.87 7.19
C 8.81 -7.49 7.59
N 9.01 -6.41 7.90
H 8.95 -9.55 7.95
H 7.48 -9.02 7.08
H 9.04 -9.08 6.24
C 5.58 4.04 1.38
C 5.27 2.70 1.86
N 5.00 1.66 2.26
H 5.92 3.99 0.34
H 4.69 4.66 1.44
H 6.37 4.47 1.99
C 5.07 -2.55 -1.38
C 4.74 -1.16 -1.07
N 4.48 -0.07 -0.82
H 4.35 -3.22 -0.90
H 5.03 -2.71 -2.46
H 6.07 -2.78 -1.02
C 2.97 -8.29 6.99
C 4.27 -8.93 6.91
N 5.30 -9.43 6.85
H 2.20 -8.96 6.61
H 2.74 -8.03 8.02
H 2.98 -7.38 6.39
*
```